Below is one molecule with the formula C3H7NO2, with properties calculated with ωB97M-V/def2-TZVPD.

XYZ file:
```
13
C3H7NO2 (ωB97M-V/def2-TZVPD)
C -0.40037 -0.72428 0.91802
C -0.09905 0.68411 0.51407
C 0.38447 0.58827 -0.99443
O 1.10058 -0.58641 -1.22183
O 0.04275 1.29690 -1.88415
N -0.85099 -0.94406 2.30840
H 0.48578 -1.31521 0.75252
H -1.08980 -1.22263 0.25174
H 0.78529 1.17371 0.99585
H -0.89774 1.40665 0.62794
H 1.76290 -0.50155 -1.92732
H -1.00621 0.00833 2.64661
H -1.76351 -1.40927 2.33152
```

The LUMO energy comes out at 0.69 eV. For the highest occupied orbital energy, the calculation gives -9.45 eV. Its SMILES is NCCC(=O)O. The energy above the lowest of the compared OMol25 structures with the same formula, charge and spin comes out at 121.9 kJ/mol. The largest force on an atom comes out at 0.05153 Eh/bohr.

Löwdin population analysis, charges in e, atoms 1 to 8:
1 C -0.309
2 C -0.087
3 C -0.472
4 O 0.043
5 O 0.122
6 N -0.006
7 H 0.095
8 H 0.117